Here is a cluster of 2 separate species, C5H9NO4 in total from OMol25. Energies are from wB97M-V/def2-TZVPD.

E_HOMO = -9.10 eV
LUMO = 0.63 eV
HOMO-LUMO gap = 9.73 eV

Bonds (Å) are listed after each position.
Geometry (Å):
1 C 2.3282 1.6590 -1.2779  O2 1.450, H6 1.023, H7 1.172, H8 1.059
2 O 2.6640 1.3159 0.0905  C1 1.450, C3 1.285
3 C 2.0696 0.2254 0.4217  O2 1.285, N4 1.167
4 N 1.7293 -0.8891 0.3546  C3 1.167, O5 1.211
5 O 1.1061 -1.9205 0.4772  N4 1.211
6 H 1.4084 1.5006 -1.6966  C1 1.023
7 H 3.0668 1.1931 -2.0593  C1 1.172
8 H 2.4158 2.7075 -1.3982  C1 1.059
9 C -1.5236 0.5894 1.8966  O10 1.430, H14 1.196, H15 1.047, H16 1.089
10 O -1.7356 -0.5944 1.1232  C9 1.430, C11 1.369
11 C -1.3481 -0.5175 -0.1872  O10 1.369, C12 1.543, O13 1.203
12 C -1.6432 -1.8925 -0.8217  C11 1.543, H17 1.066, H18 1.064, H19 1.057
13 O -0.7224 0.4112 -0.6281  C11 1.203
14 H -2.6257 1.0138 2.0844  C9 1.196
15 H -0.8259 1.2010 1.4120  C9 1.047
16 H -1.3187 0.1381 2.8658  C9 1.089
17 H -0.7299 -2.3359 -0.4977  C12 1.066
18 H -2.5316 -2.2184 -0.3352  C12 1.064
19 H -1.7835 -1.5865 -1.8240  C12 1.057